Below is a molecular structure, C13H20LiN4S3 at a distorted geometry, with properties calculated with ωB97M-V/def2-TZVPD.

Summary:
total charge: +1
spin multiplicity: 1
orbital gap: 8.47 eV

```
41
Properties=species:S:1:pos:R:3:nbo_charge:R:1
Li 0.51 -1.09 0.90 0.880
C 3.26 -0.28 -1.60 -0.659
C 3.48 -0.17 -0.11 0.103
N 2.51 -0.48 0.68 -0.556
C 2.83 -0.19 2.00 0.073
C 4.14 0.14 2.18 -0.418
S 4.95 0.34 0.68 0.493
C 1.91 -0.24 3.10 0.092
C 2.23 0.35 4.37 -0.430
S 0.87 0.24 5.40 0.486
C -0.07 -0.46 4.07 0.125
N 0.59 -0.68 2.99 -0.556
C -1.53 -0.88 4.17 -0.656
H 4.10 0.08 -2.26 0.246
H 2.35 0.21 -1.85 0.230
H 3.11 -1.31 -1.88 0.241
H 4.73 0.02 3.06 0.254
H 3.22 0.72 4.67 0.261
H -1.57 -2.00 4.05 0.248
H -2.00 -0.37 3.34 0.249
H -1.89 -0.49 5.18 0.238
C -0.95 -1.21 -3.14 -0.402
N -1.95 -0.85 -2.14 -0.506
C -3.03 -1.74 -1.77 -0.402
C -1.79 0.26 -1.30 0.361
S -1.64 0.10 0.35 -0.358
N -1.87 1.46 -1.89 -0.375
C -1.68 2.67 -1.13 -0.425
C -2.04 1.60 -3.30 -0.414
H -0.43 -2.10 -2.83 0.199
H -0.17 -0.43 -3.16 0.202
H -1.35 -1.30 -4.20 0.213
H -2.97 -1.93 -0.74 0.218
H -2.82 -2.68 -2.27 0.213
H -4.02 -1.25 -2.02 0.201
H -1.97 2.45 -0.11 0.246
H -2.21 3.51 -1.51 0.220
H -0.63 2.97 -1.08 0.206
H -2.77 0.89 -3.69 0.234
H -1.02 1.50 -3.72 0.204
H -2.40 2.65 -3.48 0.224
```